C51H82Cl38F4INOS | wB97M-V/def2-TZVPD

Geometry as ORCA input:
```
! RIJCOSX wB97M-V def2-TZVPD def2/J DEFGRID3
* xyz 0 1
C 3.300 1.599 0.635
C 3.143 0.227 -0.247
C 4.605 -0.095 -0.827
C 4.640 -1.146 -2.044
C 3.629 -0.839 -3.258
C 3.480 0.708 -3.667
C 4.855 1.538 -3.758
C 4.621 2.927 -2.930
C 4.360 4.185 -3.904
C 3.244 5.199 -3.365
C 1.724 4.683 -3.628
C 0.826 5.270 -2.435
C -0.733 4.936 -2.782
C -1.609 5.954 -1.900
C -3.085 5.425 -1.550
C -3.226 4.816 -0.076
C -2.199 3.620 0.226
C -1.287 3.808 1.498
C -0.267 2.731 1.961
C -0.174 1.437 1.097
C -1.090 1.257 -0.169
C -2.108 2.309 -0.655
N -3.028 2.249 -1.794
C -2.882 1.104 -2.691
C -3.743 1.157 -4.017
C -4.645 2.460 -4.253
O -5.575 2.747 -3.168
C -6.555 1.748 -3.019
F -6.135 0.667 -2.170
F -7.641 2.362 -2.301
F -7.111 1.263 -4.220
C -3.735 -0.024 -5.057
I -5.005 0.047 -6.858
C -2.846 -1.321 -4.851
C -2.969 -2.446 -5.957
C -1.951 -3.667 -5.873
C -1.999 -1.337 -3.565
F -1.183 -2.455 -3.261
C -2.008 -0.156 -2.521
S -0.915 -0.343 -1.058
H 2.697 1.577 1.601
H 3.154 2.545 0.006
H 4.411 1.612 0.960
H 2.733 -0.563 0.473
H 2.340 0.414 -1.037
H 5.211 0.855 -1.089
H 5.204 -0.594 0.048
H 4.341 -2.184 -1.622
H 5.696 -1.264 -2.465
H 2.569 -1.200 -2.955
H 3.941 -1.487 -4.161
H 3.033 0.714 -4.736
H 2.672 1.220 -3.016
H 5.094 1.815 -4.855
H 5.776 0.999 -3.354
H 5.573 3.159 -2.315
H 3.764 2.850 -2.179
H 4.097 3.885 -4.992
H 5.366 4.753 -3.979
H 3.330 5.362 -2.230
H 3.330 6.242 -3.844
H 1.298 5.039 -4.627
H 1.628 3.543 -3.604
H 1.134 4.777 -1.452
H 0.967 6.417 -2.348
H -0.954 5.057 -3.910
H -0.904 3.834 -2.530
H -1.116 6.254 -0.905
H -1.746 6.907 -2.546
H -3.420 4.704 -2.370
H -3.790 6.344 -1.606
H -4.287 4.349 -0.006
H -3.169 5.648 0.724
H -1.380 4.745 2.147
H 0.356 2.902 2.916
H 0.573 0.641 1.433
H -3.982 2.156 -1.378
H -5.197 2.480 -5.249
H -3.907 3.351 -4.281
H -4.058 -2.841 -5.916
H -2.820 -1.964 -7.001
H -2.127 -4.386 -6.752
H -0.846 -3.364 -5.907
H -2.137 -4.295 -4.921
C 3.649 -1.762 3.312
Cl 2.545 -0.383 3.372
Cl 5.207 -1.367 4.048
H 3.202 -2.594 3.856
H 3.809 -2.044 2.272
C 8.077 1.062 0.068
Cl 7.567 2.556 -0.726
Cl 6.835 0.471 1.179
H 8.263 0.302 -0.691
H 8.992 1.254 0.632
C -0.703 0.925 -6.645
Cl 1.015 0.511 -6.706
Cl -0.966 2.432 -5.757
H -1.075 1.046 -7.663
H -1.243 0.121 -6.146
C -0.922 -1.814 5.251
Cl -0.686 -0.486 4.112
Cl 0.518 -2.837 5.348
H -1.131 -1.402 6.237
H -1.764 -2.420 4.918
C -6.709 -0.903 0.833
Cl -5.351 0.130 1.291
Cl -7.964 -0.900 2.078
H -7.134 -0.535 -0.100
H -6.348 -1.922 0.697
C -3.678 7.997 2.945
Cl -3.533 9.386 1.862
Cl -2.197 7.031 2.944
H -3.866 8.355 3.957
H -4.509 7.375 2.614
C -6.640 -4.272 -7.160
Cl -6.501 -2.877 -8.238
Cl -5.155 -5.231 -7.158
H -6.834 -3.919 -6.148
H -7.465 -4.898 -7.497
C 1.383 -6.226 5.861
Cl 2.942 -5.506 5.446
Cl 1.515 -7.982 6.038
H 1.036 -5.801 6.802
H 0.669 -6.003 5.070
C -2.004 2.969 -10.161
Cl -2.379 1.447 -9.343
Cl -2.521 2.931 -11.851
H -2.521 3.781 -9.651
H -0.928 3.135 -10.124
C -8.824 -2.996 5.258
Cl -7.244 -3.344 5.969
Cl -10.131 -3.385 6.383
H -8.875 -1.937 5.009
H -8.945 -3.593 4.355
C 6.650 -3.959 1.700
Cl 6.131 -2.464 0.913
Cl 5.418 -4.563 2.816
H 6.835 -4.714 0.937
H 7.565 -3.766 2.258
C 2.091 2.757 5.891
Cl 1.721 1.237 6.714
Cl 1.571 2.710 4.200
H 1.573 3.569 6.398
H 3.166 2.925 5.926
C -0.456 -10.693 8.084
Cl 1.072 -11.098 8.877
Cl -1.827 -10.939 9.172
H -0.429 -9.648 7.778
H -0.580 -11.330 7.209
C -10.704 4.158 -2.064
Cl -10.861 4.391 -0.318
Cl -11.021 5.660 -2.940
H -9.693 3.826 -2.286
H -11.420 3.403 -2.385
C 3.142 -8.103 9.298
Cl 4.838 -8.602 9.329
Cl 2.921 -6.545 10.105
H 2.818 -8.014 8.262
H 2.542 -8.855 9.810
C -9.408 7.404 1.805
Cl -10.558 8.736 1.972
Cl -7.839 7.827 2.502
H -9.802 6.530 2.321
H -9.278 7.180 0.747
C 5.876 -7.991 4.016
Cl 7.405 -8.396 4.808
Cl 4.506 -8.235 5.105
H 5.903 -6.946 3.711
H 5.752 -8.628 3.142
C 7.143 -11.654 9.856
Cl 6.664 -13.109 10.738
Cl 6.683 -11.757 8.153
H 6.652 -10.791 10.304
H 8.224 -11.539 9.924
C 11.588 1.277 2.331
Cl 10.428 0.071 1.762
Cl 11.206 2.881 1.692
H 11.557 1.312 3.419
H 12.586 0.992 1.999
*
```

Values from the calculation:
Gap between HOMO and LUMO = 7.34 eV
Calculated total energy = -563400.614 eV

Results of the Löwdin charge analysis, in e, for atoms 1 through 8: atom 1 (C): -0.124, atom 2 (C): -0.214, atom 3 (C): -0.272, atom 4 (C): -0.220, atom 5 (C): -0.207, atom 6 (C): -0.207, atom 7 (C): -0.175, atom 8 (C): -0.208